Entry 1:
Entry from OMol25: a cluster of 16 separate species, CH31O18 in total (the ωB97M-V functional and the def2-TZVPD basis).

**Net charge**: -1
**HOMO level**: -7.20 eV
**Kohn-Sham gap**: 9.61 eV

Last columns: bonded neighbours and bond lengths (Å).
Positions of all 50 atoms, in Å:
1 C -16.39 -5.44 -6.41  O2 1.246, O3 1.331, O4 1.258
2 O -16.54 -4.39 -5.74  C1 1.246
3 O -15.24 -6.10 -6.39  C1 1.331, H5 0.944
4 O -17.28 -5.91 -7.16  C1 1.258
5 H -14.79 -5.75 -5.64  O3 0.944
6 O -18.76 -3.54 -4.49  H7 0.972, H8 0.960
7 H -18.42 -2.78 -3.99  O6 0.972
8 H -17.99 -3.65 -5.06  O6 0.960
9 O -17.32 -8.57 -5.81  H10 0.929, H11 0.963
10 H -17.76 -7.78 -6.04  O9 0.929
11 H -16.76 -8.44 -5.04  O9 0.963
12 O -19.64 -4.87 -7.95  H13 0.949, H14 0.927
13 H -18.79 -5.18 -7.67  O12 0.949
14 H -20.25 -5.56 -7.85  O12 0.927
15 O -15.80 -8.25 -3.68  H16 0.975, H17 0.967
16 H -15.27 -7.44 -3.53  O15 0.975
17 H -16.46 -8.12 -2.99  O15 0.967
18 O -16.98 -2.03 -6.95  H19 0.970, H20 0.943
19 H -16.60 -2.89 -6.71  O18 0.970
20 H -17.92 -2.10 -7.00  O18 0.943
21 O -16.48 -4.67 -9.40  H22 0.957, H23 0.973
22 H -17.11 -4.48 -10.09  O21 0.957
23 H -16.83 -5.32 -8.77  O21 0.973
24 O -15.89 -4.05 -3.17  H25 0.938, H26 0.966
25 H -16.61 -4.31 -2.64  O24 0.938
26 H -16.33 -4.09 -4.03  O24 0.966
27 O -14.80 -1.32 -5.26  H28 0.946, H29 0.938
28 H -14.57 -2.23 -5.28  O27 0.946
29 H -15.41 -1.14 -5.95  O27 0.938
30 O -18.87 -6.48 -4.30  H31 0.989, H32 0.966
31 H -19.31 -6.72 -5.15  O30 0.989
32 H -18.68 -5.54 -4.39  O30 0.966
33 O -13.92 -5.97 -3.39  H34 0.963, H35 0.967
34 H -14.70 -5.51 -3.06  O33 0.963
35 H -13.37 -6.31 -2.67  O33 0.967
36 O -13.47 -6.61 -8.54  H37 0.940, H38 0.951
37 H -12.81 -6.12 -8.08  O36 0.940
38 H -13.50 -6.48 -9.48  O36 0.951
39 O -13.52 -8.17 -6.16  H40 0.970, H41 0.909
40 H -14.30 -8.26 -5.59  O39 0.970
41 H -13.83 -7.61 -6.81  O39 0.909
42 O -18.54 -7.86 -8.78  H43 0.980, H44 0.953
43 H -17.66 -8.09 -8.41  O42 0.980
44 H -19.13 -7.79 -8.03  O42 0.953
45 O -13.20 -3.59 -5.72  H46 0.942, H47 0.948
46 H -12.68 -2.81 -5.63  O45 0.942
47 H -13.48 -3.68 -6.62  O45 0.948
48 O -15.89 -8.07 -8.41  H49 0.980, H50 0.955
49 H -16.03 -7.47 -7.64  O48 0.980
50 H -15.12 -7.65 -8.79  O48 0.955

=====

Entry 2:
Entry from OMol25: a cluster of 16 separate species, CH31O18 in total (the ωB97M-V functional and the def2-TZVPD basis).

**Net charge**: -1
**HOMO level**: -6.88 eV
**Kohn-Sham gap**: 8.87 eV

Last columns: bonded neighbours and bond lengths (Å).
Positions of all 50 atoms, in Å:
1 C -0.12 -0.30 -0.56  O2 1.237, O3 1.325, O4 1.220
2 O -0.64 -1.26 0.03  C1 1.237
3 O 0.00 0.85 0.07  C1 1.325, H5 0.935
4 O 0.29 -0.38 -1.71  C1 1.220
5 H -0.30 0.96 0.95  O3 0.935
6 O -1.80 -0.65 -3.10  H7 0.949, H8 0.967
7 H -0.98 -0.54 -2.64  O6 0.949
8 H -2.38 -1.17 -2.52  O6 0.967
9 O -3.62 -0.66 1.29  H10 0.947, H11 0.908
10 H -3.00 0.00 1.55  O9 0.947
11 H -3.19 -1.34 1.71  O9 0.908
12 O 2.79 -1.32 -1.62  H13 0.950, H14 0.951
13 H 3.16 -1.27 -0.74  O12 0.950
14 H 1.89 -1.02 -1.58  O12 0.951
15 O 0.90 2.46 -2.35  H16 0.944, H17 0.906
16 H 0.76 3.28 -1.91  O15 0.944
17 H 0.51 1.81 -1.84  O15 0.906
18 O -0.23 -3.75 -1.70  H19 0.974, H20 0.930
19 H -0.45 -2.93 -1.23  O18 0.974
20 H -0.53 -4.41 -1.11  O18 0.930
21 O -1.10 1.07 2.59  H22 0.989, H23 0.967
22 H -0.79 0.24 3.04  O21 0.989
23 H -1.00 1.72 3.30  O21 0.967
24 O 0.95 3.77 0.00  H25 0.962, H26 0.991
25 H 0.53 2.90 0.00  O24 0.962
26 H 0.33 4.50 0.26  O24 0.991
27 O 3.30 0.93 -3.45  H28 0.939, H29 0.927
28 H 3.29 1.82 -3.13  O27 0.939
29 H 2.75 0.40 -2.93  O27 0.927
30 O -0.66 -1.49 3.33  H31 0.934, H32 1.012
31 H -0.48 -2.06 2.61  O30 0.934
32 H -0.82 -2.27 3.96  O30 1.012
33 O -2.94 -2.07 -1.22  H34 0.938, H35 0.961
34 H -2.39 -1.90 -0.48  O33 0.938
35 H -3.54 -2.82 -1.17  O33 0.961
36 O 0.40 -3.25 1.55  H37 0.968, H38 0.976
37 H 0.06 -2.71 0.83  O36 0.968
38 H -0.37 -3.78 1.84  O36 0.976
39 O -2.89 1.49 -1.62  H40 0.952, H41 0.975
40 H -2.39 0.81 -2.05  O39 0.952
41 H -3.72 1.50 -2.14  O39 0.975
42 O 1.50 2.70 2.44  H43 0.983, H44 0.937
43 H 0.55 2.97 2.45  O42 0.983
44 H 1.79 3.14 1.66  O42 0.937
45 O 2.33 0.01 2.73  H46 0.933, H47 0.950
46 H 1.75 0.74 2.64  O45 0.933
47 H 2.26 -0.31 3.62  O45 0.950
48 O 2.80 1.29 -0.22  H49 0.969, H50 0.978
49 H 2.50 1.95 -0.87  O48 0.969
50 H 2.93 0.38 -0.56  O48 0.978

=====

Entry 3:
Entry from OMol25: a cluster of 14 separate species, CH32N2O13 in total (the ωB97M-V functional and the def2-TZVPD basis).

**Net charge**: 0
**HOMO level**: -9.81 eV
**Kohn-Sham gap**: 9.39 eV

Last columns: bonded neighbours and bond lengths (Å).
Positions of all 48 atoms, in Å:
1 N -0.89 -2.08 -2.39  C2 1.568, H4 1.067, H5 0.945
2 C -0.42 -0.62 -2.71  N1 1.568, N3 1.484, H6 1.063, H7 1.078
3 N 0.10 -0.15 -1.40  C2 1.484, H8 1.042, H9 0.960
4 H -1.33 -2.61 -3.21  N1 1.067
5 H -0.21 -2.72 -2.27  N1 0.945
6 H 0.40 -0.58 -3.38  C2 1.063
7 H -1.22 -0.01 -3.08  C2 1.078
8 H -0.29 0.78 -1.13  N3 1.042
9 H -0.04 -0.84 -0.75  N3 0.960
10 H 3.50 0.14 2.18  O12 1.002
11 H 3.63 1.17 1.10  O12 0.917
12 O 4.17 0.65 1.63  H10 1.002, H11 0.917
13 H 2.72 -3.23 -1.53  O15 1.010
14 H 1.80 -3.37 -0.38  O15 0.911
15 O 2.27 -2.71 -0.79  H13 1.010, H14 0.911
16 H -1.45 -2.32 3.05  O18 0.965
17 H -1.03 -2.84 1.75  O18 0.942
18 O -1.71 -2.30 2.11  H16 0.965, H17 0.942
19 H -3.18 -0.37 0.30  O21 1.059
20 H -3.27 0.94 1.18  O21 0.960
21 O -2.86 0.64 0.37  H19 1.059, H20 0.960
22 H 2.13 -1.74 1.03  O24 1.053
23 H 2.05 -0.68 2.17  O24 0.870
24 O 2.31 -1.50 2.04  H22 1.053, H23 0.870
25 H 2.85 -1.50 -3.08  O27 0.923
26 H 3.16 -0.12 -2.56  O27 0.909
27 O 3.08 -0.63 -3.30  H25 0.923, H26 0.909
28 H 0.29 4.06 -1.59  O30 0.909
29 H -1.07 3.89 -0.98  O30 0.946
30 O -0.17 3.59 -0.97  H28 0.909, H29 0.946
31 H 1.05 -4.32 1.20  O33 0.921
32 H 1.22 -3.12 2.12  O33 0.974
33 O 0.61 -3.57 1.51  H31 0.921, H32 0.974
34 H -2.59 2.77 -0.88  O36 0.970
35 H -2.90 3.86 0.02  O36 0.959
36 O -2.82 3.71 -0.92  H34 0.970, H35 0.959
37 H -1.21 3.23 1.86  O39 1.022
38 H -2.23 3.12 3.02  O39 1.008
39 O -2.18 3.49 2.08  H37 1.022, H38 1.008
40 H 1.40 2.53 0.36  O42 1.004
41 H 1.86 1.40 -0.64  O42 1.041
42 O 2.24 2.15 -0.03  H40 1.004, H41 1.041
43 H -2.65 -1.90 -1.00  O45 0.951
44 H -2.92 -1.85 0.35  O45 0.944
45 O -3.40 -1.73 -0.45  H43 0.951, H44 0.944
46 H -0.29 1.56 1.38  O48 0.966
47 H -1.19 0.59 2.03  O48 0.977
48 O -0.41 1.13 2.24  H46 0.966, H47 0.977

=====

Entry 4:
Entry from OMol25: a cluster of 15 separate species, CH33N2O14 in total (the ωB97M-V functional and the def2-TZVPD basis).

**Net charge**: +1
**HOMO level**: -13.36 eV
**Kohn-Sham gap**: 10.78 eV

Last columns: bonded neighbours and bond lengths (Å).
Positions of all 50 atoms, in Å:
1 N 0.63 -0.85 -0.81  C2 1.351, H4 1.029, H5 1.043
2 C 0.74 -1.32 -2.08  N1 1.351, N3 1.344, H6 1.112
3 N 1.96 -1.40 -2.64  C2 1.344, H7 1.015, H8 1.031
4 H 1.46 -0.66 -0.23  N1 1.029
5 H -0.26 -0.97 -0.29  N1 1.043
6 H -0.16 -1.63 -2.65  C2 1.112
7 H 2.09 -1.61 -3.63  N3 1.015
8 H 2.80 -1.07 -2.14  N3 1.031
9 H -1.63 -1.33 1.41  O11 0.984
10 H -0.35 -1.86 2.07  O11 0.951
11 O -0.86 -1.07 1.95  H9 0.984, H10 0.951
12 H -1.99 3.82 -0.36  O14 0.979
13 H -0.94 2.78 -0.77  O14 0.930
14 O -1.61 2.94 -0.14  H12 0.979, H13 0.930
15 H -2.84 0.90 2.01  O17 0.977
16 H -1.92 0.21 2.92  O17 0.858
17 O -2.41 0.91 2.89  H15 0.977, H16 0.858
18 H 0.14 1.32 -2.78  O20 1.025
19 H -0.22 0.88 -4.27  O20 0.942
20 O 0.02 0.54 -3.43  H18 1.025, H19 0.942
21 H 1.82 1.52 0.59  O23 1.047
22 H 2.99 2.55 0.21  O23 1.005
23 O 2.36 1.89 -0.22  H21 1.047, H22 1.005
24 H -4.25 1.28 0.26  O26 0.987
25 H -2.69 1.67 0.08  O26 1.007
26 O -3.33 0.93 0.34  H24 0.987, H25 1.007
27 H 0.75 3.48 -2.27  O29 0.966
28 H 1.11 2.32 -1.27  O29 0.990
29 O 0.41 2.68 -1.86  H27 0.966, H28 0.990
30 H -1.04 -4.05 -1.13  O32 0.955
31 H -1.62 -2.76 -0.61  O32 0.945
32 O -0.80 -3.18 -0.83  H30 0.955, H31 0.945
33 H 2.35 -0.60 1.89  O35 0.925
34 H 2.02 -2.00 1.43  O35 0.971
35 O 2.64 -1.26 1.30  H33 0.925, H34 0.971
36 H 3.71 -0.77 -0.09  O38 0.975
37 H 3.33 0.58 -0.71  O38 0.993
38 O 3.72 -0.30 -0.95  H36 0.975, H37 0.993
39 H -3.53 -2.10 0.51  O41 0.907
40 H -3.03 -0.80 0.09  O41 0.933
41 O -2.78 -1.69 0.19  H39 0.907, H40 0.933
42 H -1.27 2.19 2.76  O44 1.007
43 H -0.94 2.93 1.49  O44 0.924
44 O -0.57 2.78 2.32  H42 1.007, H43 0.924
45 H 0.32 -3.26 0.58  O47 0.911
46 H 0.99 -4.02 1.73  O47 0.956
47 O 0.73 -3.16 1.39  H45 0.911, H46 0.956
48 H 0.55 1.67 2.15  O50 1.009
49 H 0.37 0.12 1.80  O50 0.968
50 O 1.02 0.84 1.82  H48 1.009, H49 0.968